# C20H29N3O5S

One molecule with the formula C20H29N3O5S (the ωB97M-V functional and the def2-TZVPD basis, OMol25).

```
58
Properties=species:S:1:pos:R:3
C -1.04577 -0.98598 4.05637
O -1.16109 -0.70002 2.68003
C -0.23900 0.10725 2.10036
C 0.80572 0.73665 2.77354
C 1.72807 1.49551 2.07046
C 1.58943 1.66211 0.70836
S 2.88680 2.43479 -0.25833
O 3.72110 3.17318 0.64272
O 2.28939 3.10795 -1.37370
N 3.78919 1.18578 -0.85799
C 4.51102 0.37163 0.08810
C 3.77184 -0.92787 0.41643
C 3.45737 -1.68725 -0.88026
C 2.81742 -3.02664 -0.51063
N 1.47855 -3.06275 -0.39327
O 3.50945 -3.99694 -0.27276
C 2.63336 -0.79620 -1.80707
C 3.38530 0.51403 -2.06935
C 0.52933 1.08866 0.03406
C -0.38073 0.29881 0.71428
C -1.34949 -0.52732 -0.07989
O -0.89878 -1.41168 -0.80121
N -2.65582 -0.26876 0.03356
C -3.18070 0.81452 0.83189
C -4.27639 1.61104 0.11516
C -3.98433 1.85163 -1.36838
C -4.51278 0.73043 -2.26464
C -3.72524 -0.57301 -2.16235
C -3.57798 -1.08777 -0.72941
H -1.86075 -1.67210 4.28009
H -0.09252 -1.47000 4.28602
H -1.15555 -0.08242 4.66363
H 0.92464 0.61864 3.83830
H 2.56232 1.96168 2.56973
H 5.49029 0.13374 -0.34339
H 4.66386 0.98341 0.97756
H 4.39528 -1.54770 1.06230
H 2.84018 -0.71038 0.94305
H 4.40813 -1.93259 -1.36710
H 0.83460 -2.32570 -0.64843
H 1.07145 -3.95440 -0.16008
H 1.66898 -0.57663 -1.35219
H 2.45619 -1.30085 -2.75816
H 4.29045 0.30531 -2.65243
H 2.77020 1.22207 -2.62540
H 0.42347 1.26420 -1.02540
H -2.35070 1.48338 1.07047
H -3.57597 0.41447 1.77446
H -4.36707 2.56755 0.63282
H -5.23780 1.10340 0.21050
H -2.91049 1.97528 -1.52014
H -4.46805 2.78225 -1.67150
H -4.48380 1.06608 -3.30328
H -5.55964 0.54234 -2.01225
H -2.72337 -0.43577 -2.57265
H -4.22526 -1.33807 -2.75872
H -4.53950 -1.10930 -0.21533
H -3.16483 -2.09969 -0.75858
```

Properties
E_HOMO	-8.97	eV
LUMO	0.39	eV
energy relative to the best compared isomer or geometry (same formula, charge and spin)	21.50	kcal per mole
SMILES string	COc1ccc(S(=O)(=O)N2CCC(C(N)=O)CC2)cc1C(=O)N1CCCCCC1
strongest force on any atom	1.1	eV/A
E	-46754.89197	eV
frontier orbital gap	9.36	eV

Mulliken atomic charge list, values in e, 2 entries: C -1.053; O -0.363

# C32H37N4O10P2S2W

C32H37N4O10P2S2W as an isolated structure (the ωB97M-V functional and the def2-TZVPD basis, OMol25).

```
88
Properties=species:S:1:pos:R:3
W 0.55414 0.00485 0.41250
O -0.37592 -1.73639 0.55062
C -1.39360 -2.33941 -0.06465
C -1.33463 -3.67703 -0.44614
C -2.46605 -4.24868 -0.99926
C -3.66715 -3.54107 -1.16115
C -3.73019 -2.22675 -0.77340
C -2.57654 -1.60544 -0.24802
C -2.60048 -0.24734 0.13020
N -1.58538 0.53167 0.41219
C -1.99472 1.83010 0.99689
C -1.07792 1.98189 2.19390
N 0.22118 1.89674 1.51456
C 0.86890 3.01201 1.41567
C 1.84330 3.34501 0.42589
C 2.51133 4.57697 0.43732
C 3.28347 4.94286 -0.64541
C 3.35514 4.11399 -1.76596
C 2.67934 2.90251 -1.81194
C 1.94722 2.51492 -0.69709
O 1.26081 1.34157 -0.73043
H -0.41511 -4.22984 -0.34612
H -2.42400 -5.28408 -1.30955
H -4.53402 -4.03318 -1.57467
H -4.64408 -1.65677 -0.87430
H -3.58658 0.21096 0.19418
H -3.05156 1.81833 1.26657
H -1.81935 2.63094 0.27172
H -1.19863 1.16047 2.90271
H -1.19544 2.93578 2.71274
H 0.55700 3.82170 2.07637
H 2.41080 5.23947 1.28632
H 3.80773 5.88700 -0.63872
H 3.93649 4.42544 -2.62218
H 2.72354 2.25959 -2.67850
C 3.00789 -3.54614 3.16524
C 1.85298 -2.93156 2.36810
O 0.71821 -3.79280 2.37759
P 1.15714 -1.52033 3.29710
O 0.10996 -2.10148 4.29510
O 2.23183 -0.86886 4.22096
O 0.50370 -0.47241 2.39300
P 2.34268 -2.73866 0.57655
O 3.92229 -2.60092 0.54395
O 1.80518 -3.91031 -0.11651
O 1.96060 -1.29553 0.04904
H 2.69105 -3.73981 4.19081
H 3.88551 -2.90380 3.17349
H 3.26789 -4.50719 2.71780
H 0.81055 -4.41256 1.63284
H -0.36824 -2.88444 3.97111
H 2.07410 -0.94138 5.17534
H 4.36666 -3.42815 0.30756
O 0.18337 -0.46313 -1.59524
S -0.87173 -0.85105 -2.68914
C 0.13601 -0.96134 -4.12501
C 1.00389 0.06630 -4.49139
C 1.73720 -0.07291 -5.65286
C 1.59230 -1.21690 -6.43772
C 0.72694 -2.22827 -6.06371
C -0.01314 -2.10757 -4.89226
C -1.81910 0.61183 -2.95705
C -1.30522 1.89684 -2.81233
C -2.13136 2.97286 -3.08640
C -3.44219 2.76302 -3.50424
C -3.93773 1.47698 -3.65086
C -3.12593 0.38560 -3.36741
H 1.09316 0.95155 -3.87887
H 2.41416 0.70955 -5.96542
H 2.16208 -1.31084 -7.35098
H 0.62451 -3.11122 -6.67707
H -0.68579 -2.89484 -4.58137
H -0.27968 2.04884 -2.49948
H -1.75190 3.98089 -2.99558
H -4.07518 3.60927 -3.72654
H -4.95184 1.32019 -3.98682
H -3.50167 -0.62156 -3.48004
C 6.59912 1.29129 0.36742
N 5.33478 1.25694 1.09395
C 4.22214 0.71760 0.62948
N 4.18893 0.21678 -0.59752
S 2.85921 0.72945 1.70241
H 7.34748 1.74331 1.01024
H 6.50972 1.89436 -0.53771
H 6.92924 0.28092 0.11939
H 5.29556 1.67799 2.01002
H 5.03018 0.15694 -1.15194
H 3.41035 -0.36903 -0.86010
```

Properties
total charge	+3
E_HOMO	-16.23	eV
LUMO	-9.89	eV
energy relative to the best compared isomer or geometry (same formula, charge and spin)	7.93	kcal per mole
strongest force on any atom	0.9	eV/A
E	-102277.67572	eV
frontier orbital gap	6.34	eV

Mulliken atomic charge list, values in e, 2 entries: W 2.281; O -0.708

# C8H3Cl4LuO8Se

C8H3Cl4LuO8Se as an isolated structure (the ωB97M-V functional and the def2-TZVPD basis, OMol25).

```
25
Properties=species:S:1:pos:R:3
Lu 4.93386 10.74062 8.82755
Cl 7.23713 6.10432 4.01155
C 6.22454 7.11754 5.00556
C 5.00603 6.52675 5.51348
Cl 4.60828 4.95665 5.04986
C 4.10210 7.25542 6.26007
Cl 2.68419 6.56864 6.85598
C 4.47216 8.54751 6.67378
O 3.83739 9.19745 7.60334
C 5.71806 9.19217 6.16082
O 5.98262 10.35673 6.63652
C 6.55678 8.43123 5.29024
Cl 7.94248 9.15565 4.65468
C 5.69002 8.47072 12.12803
C 5.51635 9.31819 10.89568
O 6.36034 9.22057 9.92389
O 4.53633 10.10094 10.85580
H 5.90870 9.10877 12.99387
H 6.51213 7.74980 11.90337
H 4.78597 7.94928 12.20228
O 4.53941 13.46814 6.87870
Se 4.31074 13.47495 8.43686
O 5.74650 12.71753 9.11662
O 3.28020 12.15362 8.90594
O 3.82670 14.87118 9.19948
```

Properties
total charge	-2
E_HOMO	-0.93	eV
LUMO	4.60	eV
energy relative to the best compared isomer or geometry (same formula, charge and spin)	0.00	kcal per mole
strongest force on any atom	4.0	eV/A
E	-173786.50577	eV
frontier orbital gap	5.54	eV

Mulliken atomic charge list, values in e, 2 entries: Lu 1.932; Cl -0.262

# C4H9NO

An isolated ion of composition C4H9NO and charge +1 (the ωB97M-V functional and the def2-TZVPD basis, OMol25).

```
15
Properties=species:S:1:pos:R:3
C -1.21994 -0.92942 -0.20508
C -1.38248 -0.11041 -1.50339
C -0.23110 -0.25790 0.74097
N 0.97199 0.22858 0.22344
C 1.93287 0.80838 1.09950
O -0.48322 -0.08731 1.91340
H -0.90921 -1.96993 -0.31960
H -2.17444 -0.97602 0.30830
H -0.78779 0.79940 -1.56454
H -1.27604 -0.70935 -2.39773
H -2.41986 0.22450 -1.50646
H 1.21883 -0.01670 -0.72856
H 2.83226 0.17929 1.10666
H 1.61875 1.04301 2.10801
H 2.30939 1.77388 0.72507
```

Properties
total charge	+1
E_HOMO (spin up / spin down)	-16.44 / -15.92	eV
LUMO (spin up / spin down)	-3.56 / -9.18	eV
energy relative to the best compared isomer or geometry (same formula, charge and spin)	22.66	kcal per mole
2S+1	2
strongest force on any atom	1.9	eV/A
E	-7822.31226	eV
frontier orbital gap (spin up / spin down)	12.88 / 6.74	eV

Mulliken atomic charge list, values in e, 2 entries: C -0.379; C -1.131